Entry 1:
Molecular formula: C5H15BrNSi
Method: DFT, ωB97M-V with the def2-TZVPD basis set

Each line ends with the Mulliken charge.
Cartesian coordinates (Å):
C 1.17676 -1.65888 1.09445  -1.506
C -0.80504 1.64599 1.83745  -1.098
C -0.17304 1.85868 -1.47046  -1.044
C -1.98812 -0.43097 -0.05066  -0.921
C 1.27637 -0.61317 0.01853  -0.084
N 1.14151 -1.31822 -1.30915  -0.277
Si -0.70613 0.88446 0.11959  0.555
Br 2.98427 0.37757 0.02204  -0.071
H 1.99904 -2.33735 1.15026  0.426
H 0.39020 -2.22518 0.77776  0.507
H 0.88246 -1.26006 1.98664  0.378
H -0.49296 2.70455 1.89336  0.358
H -1.71586 1.62860 2.26664  0.465
H -0.07042 1.10422 2.59477  0.276
H -0.51026 1.48539 -2.56820  0.286
H -0.60800 2.75159 -1.46655  0.474
H 0.98075 2.08408 -1.50072  0.298
H -2.28770 -0.97699 0.91725  0.320
H -3.08122 -0.10298 -0.45840  0.331
H -1.77333 -1.30945 -0.75001  0.266
H 1.39738 -0.61106 -2.04432  0.434
H 0.21673 -1.53560 -1.64679  0.268
H 1.76659 -2.14521 -1.41348  0.362

Results
Net charge   +1
Orbital gap   9.68 eV
Energy above the lowest of the compared OMol25 structures with the same formula, charge and spin   20.9 kcal/mol
E_LUMO   -0.118 Ha
Energy   -3117.4539 hartree
F_max   5.0 eV/A

=====

Entry 2:
Molecular formula: C5H15CdClNO2
Method: DFT, ωB97M-V with the def2-TZVPD basis set

Each line ends with the Mulliken charge.
Cartesian coordinates (Å):
Cd 0.00898 -4.76708 1.74704  1.130
Cl 1.34690 -2.73286 2.14661  -0.322
C -1.15412 -1.08662 -2.16565  -1.416
C -0.78586 -0.25915 -0.87091  0.653
C -1.50165 1.09355 -0.89476  -0.754
O -1.30264 1.77312 0.41119  -0.330
C -1.89934 3.02048 0.54454  -0.742
N -1.15899 -1.09210 0.31894  -0.682
H -2.20077 -1.27721 -2.40291  0.331
H -0.72618 -2.08882 -2.14211  0.362
H -0.60846 -0.65226 -3.00332  0.401
H 0.29358 -0.10789 -0.87256  0.121
H -2.58301 0.96359 -0.93799  0.387
H -1.13465 1.62049 -1.77553  0.430
H -1.59723 3.63330 1.39382  0.242
H -2.95542 2.77593 0.65853  0.310
H -1.81876 3.56902 -0.39392  0.301
H -0.33647 -1.49216 0.74733  0.208
H -1.46196 -0.43698 1.02545  0.341
C 3.65109 -0.02899 1.13478  -0.307
O 3.93942 -1.30189 0.58930  -0.428
H 4.24233 0.69913 0.57946  0.242
H 2.57585 0.08973 1.00111  0.038
H 3.87884 -0.01263 2.20060  0.247
H 3.28854 -1.90173 0.96098  0.237

Results
Net charge   +1
Orbital gap   3.09 eV
Energy above the lowest of the compared OMol25 structures with the same formula, charge and spin   15.4 kcal/mol
E_LUMO   -0.330 Ha
Energy   -1032.2679 hartree
F_max   3.0 eV/A

=====

Entry 3:
Molecular formula: C5H15ClN4O3Zr
Method: DFT, ωB97M-V with the def2-TZVPD basis set

Each line ends with the Mulliken charge.
Cartesian coordinates (Å):
Zr 21.24619 28.19941 -11.03751  1.905
C 20.71753 32.53536 -10.65850  -1.268
C 22.05037 31.69634 -10.73266  0.531
C 22.68951 31.63332 -9.33847  -1.157
O 21.80796 30.36039 -11.15612  -0.403
H 21.00064 33.56210 -10.42665  0.379
H 19.99113 32.24846 -9.89816  0.362
H 20.21020 32.50550 -11.62278  0.378
H 22.78461 32.19504 -11.36534  0.225
H 22.88582 32.64891 -8.99473  0.442
H 23.66468 31.14637 -9.33602  0.265
H 21.95677 31.27388 -8.61597  0.253
Cl 21.03970 28.51730 -8.31974  -0.267
C 24.53072 28.38678 -9.42288  0.582
O 23.65977 28.18501 -10.30290  -0.419
N 25.67232 27.94379 -9.27070  -0.351
N 24.28805 28.99428 -8.31094  -0.267
H 25.89872 27.39229 -10.08598  0.292
H 26.15818 27.75869 -8.40479  0.229
H 23.34949 29.32415 -8.13662  0.083
H 25.13736 29.01599 -7.76477  0.174
C 19.81535 27.39724 -3.76757  0.568
O 18.61545 27.70362 -3.78173  -0.655
N 20.53338 27.22855 -4.79655  -0.253
N 20.38198 26.97920 -2.75200  -0.314
H 21.44326 26.83591 -4.60145  0.113
H 20.23806 27.20508 -5.76212  0.140
H 21.36197 27.00257 -2.99526  0.164
H 20.06079 27.20485 -1.82141  0.272

Results
Net charge   +2
Orbital gap   1.96 eV
E_LUMO   -0.416 Ha
Energy   -1150.7161 hartree
F_max   11.2 eV/A

=====

Entry 4:
Molecular formula: C5H15N2
Method: DFT, ωB97M-V with the def2-TZVPD basis set

Each line ends with the Mulliken charge.
Cartesian coordinates (Å):
C 0.68789 -0.76956 -0.24452  -0.895
N 0.41964 0.17513 0.81556  -0.535
C 2.00430 3.26169 4.11894  -0.759
C -0.35914 -0.88185 -1.41250  0.427
N -1.63658 -1.08058 -0.93717  -0.122
C -2.71861 -0.87433 -1.77041  -0.665
C 0.05716 -2.09932 -2.32321  -1.211
H 1.65492 -0.59826 -0.71402  0.475
H 0.73798 -1.77178 0.19665  0.372
H 0.60589 1.13291 0.53153  0.280
H 1.71662 2.70013 3.22497  0.042
H 1.30465 4.07633 4.19217  0.241
H 1.95046 2.57250 4.94921  0.243
H -0.40331 0.02637 -2.02060  0.395
H -0.57597 0.19534 1.01549  0.252
H 3.04143 3.57386 4.02217  0.238
H -2.64112 -1.59000 -2.60105  0.347
H -2.63444 0.11113 -2.24201  0.387
H -3.63552 -1.00907 -1.21862  0.308
H 1.06740 -1.96943 -2.69960  0.368
H -0.62945 -2.18177 -3.15828  0.387
H -0.01420 -2.99944 -1.72470  0.425

Results
Net charge   +1
Orbital gap   5.49 eV
Energy above the lowest of the compared OMol25 structures with the same formula, charge and spin   116.8 kcal/mol
E_LUMO   -0.307 Ha
Energy   -308.6066 hartree
F_max   1.7 eV/A

=====

Entry 5:
Molecular formula: C5H15N2
Method: DFT, ωB97M-V with the def2-TZVPD basis set

Each line ends with the Mulliken charge.
Cartesian coordinates (Å):
C -2.52460 -0.25770 -0.26694  -1.039
C -1.93682 0.68257 -1.30582  -0.201
C -0.79045 1.53664 -0.80048  -0.822
H -1.80950 -0.99066 0.12642  0.174
H -3.34485 -0.83277 -0.70037  0.344
H -2.92592 0.28313 0.58662  0.318
H -2.72566 1.32617 -1.69161  0.327
H -1.58858 0.10827 -2.16784  0.252
H -0.50782 2.32343 -1.49828  0.374
H -1.02301 2.04639 0.13795  0.288
H 0.12942 0.96700 -0.59923  -0.003
C 0.85849 -0.08407 2.07951  -0.589
N 2.74042 -1.29432 -0.82750  -0.338
C 1.80824 -1.08459 0.07336  0.283
N 1.97289 -0.42216 1.18109  -0.158
H 0.95814 -0.65998 3.00209  0.307
H -0.06857 -0.35218 1.57750  0.136
H 0.85237 0.98915 2.25510  0.316
H 3.68182 -0.94500 -0.72045  0.219
H 2.52832 -1.81274 -1.66438  0.252
H 0.82913 -1.50677 -0.12494  0.336
H 2.88654 -0.01979 1.34820  0.225

Results
Net charge   +1
Orbital gap   11.06 eV
Energy above the lowest of the compared OMol25 structures with the same formula, charge and spin   7.4 kcal/mol
E_LUMO   -0.128 Ha
Energy   -308.7809 hartree
F_max   0.7 eV/A

=====

Entry 6:
Molecular formula: C5H15N2
Method: DFT, ωB97M-V with the def2-TZVPD basis set

Each line ends with the Mulliken charge.
Cartesian coordinates (Å):
C -0.92342 -0.94917 0.27108  -1.230
N -2.01771 -0.01035 0.30260  -0.293
C -2.24296 0.66535 -0.97609  -0.893
C 0.36959 -0.28929 -0.23249  -0.004
N 1.43742 -1.41147 -0.23651  -0.157
C 2.28523 1.32141 0.39358  -1.447
C 0.86047 0.82384 0.64945  -0.508
H -1.10958 -1.89550 -0.26321  0.411
H -0.69685 -1.25126 1.30662  0.524
H -2.85869 -0.52687 0.53084  0.285
H -2.17373 0.00892 -1.85266  0.317
H -3.23185 1.11552 -1.00065  0.355
H -1.54475 1.50016 -1.11420  0.260
H 0.22936 -0.02760 -1.28294  0.384
H 2.32892 -0.98588 0.02334  0.274
H 1.17079 -2.13812 0.43010  0.391
H 1.52883 -1.81844 -1.16537  0.367
H 3.03396 0.71232 0.88609  0.492
H 2.50973 1.41953 -0.67556  0.336
H 2.36376 2.33825 0.74961  0.375
H 0.17230 1.66691 0.68272  0.459
H 0.78679 0.50614 1.69964  0.304

Results
Net charge   +1
Orbital gap   9.47 eV
Energy above the lowest of the compared OMol25 structures with the same formula, charge and spin   22.3 kcal/mol
E_LUMO   -0.128 Ha
Energy   -308.7572 hartree
F_max   1.2 eV/A
SMILES   CC[C@@H]([NH3+])CNC

=====

Entry 7:
Molecular formula: C5H15N2
Method: DFT, ωB97M-V with the def2-TZVPD basis set

Each line ends with the Mulliken charge.
Cartesian coordinates (Å):
N 0.72863 -0.89294 -1.02964  -0.568
C -0.18959 0.15287 -1.29020  0.516
C -1.46355 -0.17622 -2.22133  -1.402
C -0.72596 0.61958 0.04646  -1.030
N 0.35508 0.11623 1.05768  -0.001
C -0.34100 -0.42372 2.23650  -0.892
C 1.72238 0.71206 1.19923  -0.914
H 0.66658 -0.78971 0.42293  0.528
H 1.61301 -0.64128 -1.46289  0.252
H 0.68129 -1.80556 -1.45885  0.248
H 0.40890 0.98905 -1.73485  0.283
H -2.24293 0.59296 -2.12907  0.394
H -2.12602 -1.07769 -1.90893  0.370
H -1.22107 -0.39190 -3.30689  0.342
H -1.63170 0.11481 0.22872  0.460
H -0.77916 1.71178 0.16120  0.277
H -1.00650 0.38094 2.67682  0.349
H 0.40807 -0.71987 2.96960  0.357
H -1.03318 -1.21602 1.96768  0.354
H 1.65019 1.64310 1.84518  0.357
H 2.50607 0.02074 1.49960  0.359
H 2.02047 1.08079 0.23106  0.361

Results
Net charge   +1
Orbital gap   11.65 eV
Energy above the lowest of the compared OMol25 structures with the same formula, charge and spin   43.4 kcal/mol
E_LUMO   -0.103 Ha
Energy   -308.7234 hartree
F_max   3.8 eV/A
SMILES   C[C@H](N)C[NH+](C)C

=====

Entry 8:
Molecular formula: C5H15N2
Method: DFT, ωB97M-V with the def2-TZVPD basis set

Each line ends with the Mulliken charge.
Cartesian coordinates (Å):
C -1.33527 1.23916 0.51231  -1.849
C -1.00908 -0.46800 -1.40668  -1.366
C 1.56610 -1.19062 -0.03016  -0.908
C 1.50850 1.23291 -0.07810  -0.830
C -0.67362 -0.08937 0.18608  0.884
N -1.07660 -1.14835 1.05097  -0.572
N 0.85068 0.01632 0.42047  -0.004
H -1.05409 1.59578 1.50100  0.464
H -1.10900 1.99941 -0.22689  0.454
H -2.41297 1.09728 0.50557  0.496
H -2.07915 -0.36980 -1.53278  0.410
H -0.50274 0.22716 -2.06481  0.344
H -0.70142 -1.48447 -1.61424  0.455
H 1.64159 -1.19154 -1.11573  0.396
H 2.56961 -1.20547 0.39295  0.371
H 1.02823 -2.07476 0.30706  0.349
H 1.39392 1.30261 -1.15807  0.358
H 1.08704 2.12109 0.38648  0.347
H 2.57104 1.19460 0.15917  0.356
H -1.45357 -1.95741 0.57917  0.229
H -1.71452 -0.86207 1.78014  0.238
H 0.90531 0.01554 1.44612  0.379

Results
Net charge   +1
Orbital gap   11.66 eV
Energy above the lowest of the compared OMol25 structures with the same formula, charge and spin   8.3 kcal/mol
E_LUMO   -0.101 Ha
Energy   -308.7795 hartree
F_max   3.0 eV/A
SMILES   C[NH+](C)C(C)(C)N

=====

Entry 9:
Molecular formula: C5H15N2
Method: DFT, ωB97M-V with the def2-TZVPD basis set

Each line ends with the Mulliken charge.
Cartesian coordinates (Å):
C -0.46969 -0.96242 0.24832  -1.113
N -1.83500 -0.38974 -0.01900  -0.302
C -2.79448 -1.42481 -0.55892  -0.739
C 0.48291 0.19449 0.53689  -0.090
N 1.79277 -0.52717 0.92327  -0.284
C 1.73974 2.18170 -0.49588  -1.193
C 0.77751 1.03866 -0.69068  -0.584
H -0.55565 -1.77832 0.96059  0.438
H 0.02327 -1.40910 -0.63600  0.527
H -2.03125 0.09296 0.84379  0.253
H -3.58591 -1.45864 0.22477  0.275
H -2.12792 -2.24960 -0.85034  0.299
H -3.25003 -1.09319 -1.47784  0.275
H 0.20540 0.75799 1.42062  0.384
H 1.93829 -1.27629 0.23457  0.417
H 1.84104 -0.95274 1.84950  0.354
H 2.62225 0.05789 0.78353  0.315
H 2.16942 2.53568 -1.40584  0.369
H 2.63345 2.07410 0.17659  0.299
H 1.21724 3.01995 -0.01585  0.314
H -0.16558 1.38325 -1.12679  0.467
H 1.16367 0.43849 -1.51125  0.322

Results
Net charge   +1
Orbital gap   8.98 eV
Energy above the lowest of the compared OMol25 structures with the same formula, charge and spin   37.6 kcal/mol
E_LUMO   -0.128 Ha
Energy   -308.7328 hartree
F_max   2.6 eV/A
SMILES   CC[C@H]([NH3+])CNC

=====

Entry 10:
Molecular formula: C5H15N2
Method: DFT, ωB97M-V with the def2-TZVPD basis set

Each line ends with the Mulliken charge.
Cartesian coordinates (Å):
C 1.18725 -0.09806 -1.25256  -0.093
C 0.35062 0.28076 -2.30587  0.107
N 0.13038 -0.47158 -3.35313  -0.198
N 1.24053 0.76152 -0.08212  0.027
H 1.58430 -1.09378 -1.10091  0.357
H -0.13592 1.25354 -2.31725  0.379
H -0.75360 -0.35388 -3.85712  0.328
H 0.57802 -1.38572 -3.46218  0.308
H 2.16241 0.89363 0.35800  0.474
H 0.60570 0.37113 0.66524  -0.413
H 0.85513 1.69102 -0.29118  0.442
C 0.03928 -0.94004 2.51195  -1.311
C -1.27231 -0.17984 2.59962  0.123
C -1.57910 0.62057 1.33020  -1.042
H 0.09741 -1.56218 1.60896  0.324
H 0.21278 -1.58159 3.37326  0.382
H 0.91312 -0.26499 2.53326  0.309
H -1.32745 0.46578 3.47428  0.315
H -2.07111 -0.90761 2.74462  0.303
H -2.64145 0.77375 1.16181  0.402
H -1.11204 1.61329 1.36463  0.233
H -1.18628 0.03377 0.48220  0.242

Results
Net charge   +2
Orbital gap (spin up / spin down)   9.26 / 5.60 eV
Energy above the lowest of the compared OMol25 structures with the same formula, charge and spin   41.4 kcal/mol
E_LUMO (spin up / spin down)   -0.330 / -0.464 Ha
Energy   -308.2721 hartree
F_max   1.2 eV/A
2S+1   2
⟨S²⟩   0.77

=====

- Which of these has the highest energy?
  number 10